Entry 1:
The following is a DFT calculation (ωB97M-V/def2-TZVPD) of a molecular structure, C36H37BBaF4N6O2SSb2 at a distorted geometry.

```
90
Properties=species:S:1:pos:R:3:mulliken_charge:R:1
Ba 1.201 -0.827 -0.448 1.5484
O 1.390 0.933 -3.885 -0.5603
C 2.094 0.891 -2.880 -0.6600
N 2.693 -0.211 -2.319 -0.1382
C 3.060 -1.271 -3.144 -0.2693
O 3.467 -1.203 -4.284 -0.6225
C 3.022 -2.655 -2.488 0.5245
C 4.015 -3.565 -2.795 -0.5766
C 3.915 -4.846 -2.286 -0.5251
C 2.817 -5.189 -1.508 -0.5740
C 1.872 -4.222 -1.238 -0.6143
N 1.965 -2.964 -1.706 0.2963
C 2.196 2.179 -2.085 1.0483
C 3.412 2.813 -1.891 -0.6590
C 3.414 4.034 -1.242 -0.4602
C 2.209 4.559 -0.793 -0.6607
C 1.045 3.838 -1.014 -0.4838
N 1.027 2.666 -1.660 0.1071
H 4.831 -3.255 -3.436 0.5100
H 4.685 -5.581 -2.499 0.4157
H 2.699 -6.186 -1.099 0.4430
H 1.011 -4.449 -0.619 0.2739
H 4.326 2.351 -2.248 0.5126
H 4.342 4.571 -1.085 0.4602
H 2.169 5.514 -0.282 0.4406
H 0.085 4.212 -0.662 0.4841
N -0.094 3.267 2.359 0.1046
C -1.483 3.337 2.650 -0.3083
C -1.939 4.252 3.584 -0.7738
C -3.296 4.351 3.868 -0.5621
C -4.197 3.513 3.229 -0.8562
C -3.732 2.579 2.305 -0.1329
C -2.381 2.501 2.002 0.4316
S -1.804 1.342 0.799 0.2476
N -0.123 1.322 1.054 0.6997
C 0.498 2.212 1.713 0.5291
C 2.017 2.156 1.750 -0.0569
C 2.792 3.021 2.494 -0.9422
C 4.176 2.900 2.435 -0.7364
C 4.738 1.925 1.638 -1.0298
C 3.886 1.097 0.928 -0.5821
N 2.558 1.207 0.987 0.9488
H 0.494 3.872 2.895 0.0267
H -1.227 4.899 4.092 0.3951
H -3.640 5.081 4.594 0.3775
H -5.259 3.578 3.448 0.4186
H -4.429 1.902 1.804 0.0757
H 2.363 3.784 3.130 0.4420
H 4.802 3.567 3.016 0.4226
H 5.812 1.791 1.569 0.4845
H 4.280 0.296 0.305 0.4094
C -0.628 -4.394 2.201 -1.4420
Sb -1.010 -2.511 1.269 0.4976
C -1.906 -1.624 2.991 -1.1821
C -2.868 -3.077 0.285 -1.7102
C -3.778 -1.882 0.064 0.5993
C -4.639 -1.488 1.100 -0.4149
C -5.438 -0.357 1.007 -0.4418
C -5.397 0.411 -0.153 -0.6660
C -4.573 0.018 -1.196 -0.5471
C -3.754 -1.120 -1.117 0.8090
C -2.913 -1.472 -2.325 -2.0284
Sb -0.989 -0.446 -2.630 1.3877
C -0.680 -1.628 -4.382 -1.5094
C -1.896 1.250 -3.540 -1.2884
H -1.504 -4.685 2.780 0.5094
H 0.246 -4.298 2.852 0.4149
H -0.411 -5.161 1.453 0.4230
H -2.450 -2.387 3.549 0.4566
H -2.579 -0.822 2.687 0.1692
H -1.112 -1.211 3.622 0.4119
H -3.340 -3.817 0.933 0.6902
H -2.587 -3.570 -0.649 0.5142
H -4.668 -2.090 2.005 0.3823
H -6.094 -0.087 1.828 0.4319
H -6.019 1.293 -0.257 0.3843
H -4.556 0.602 -2.115 0.3291
H -3.466 -1.214 -3.233 0.7182
H -2.677 -2.536 -2.391 0.5977
H -1.563 -1.547 -5.018 0.4978
H -0.532 -2.674 -4.099 0.3576
H 0.206 -1.257 -4.905 0.3976
H -2.407 0.942 -4.458 0.4597
H -1.106 1.971 -3.764 0.3844
H -2.616 1.694 -2.843 0.3076
F 4.458 -2.242 1.309 -0.4109
B 3.243 -2.590 1.922 0.2333
F 3.203 -2.323 3.289 -0.3220
F 2.817 -3.890 1.599 -0.3496
F 2.213 -1.667 1.278 -0.3444
```

## Properties
HOMO = -7.94 eV
orbital gap = 7.537 eV
total energy = -3201.84429 hartree


Entry 2:
The following is a DFT calculation (ωB97M-V/def2-TZVPD) of a molecular structure, C36H37BKN7OS5.

```
88
Properties=species:S:1:pos:R:3:mulliken_charge:R:1
K -0.087 0.581 -1.051 0.8390
C -0.208 -4.255 1.238 -1.2882
C -0.455 -3.180 0.196 0.8943
N 0.454 -2.318 -0.111 -0.5345
N 1.654 -2.587 0.559 0.3817
C 2.683 -1.868 0.272 0.0303
S 2.977 -0.516 -0.727 -0.3737
S 4.200 -2.389 1.110 -0.2289
C 3.645 -3.748 2.176 -0.0480
C 3.776 -5.130 1.596 0.8199
C 3.408 -5.395 0.277 -0.1476
C 3.491 -6.681 -0.232 -0.7748
C 3.951 -7.726 0.561 -0.3875
C 4.329 -7.472 1.870 -0.4708
C 4.241 -6.181 2.379 -0.5762
C -1.786 -3.196 -0.460 0.1630
C -2.322 -4.457 -0.743 -0.5971
C -3.565 -4.649 -1.321 -0.8350
C -4.336 -3.519 -1.601 -0.4218
C -3.854 -2.262 -1.329 -0.8044
C -2.552 -2.020 -0.778 0.4751
O -2.156 -0.826 -0.568 -0.7111
H 0.232 -3.804 2.127 -0.2397
H 0.502 -5.005 0.883 0.3148
H -1.141 -4.743 1.511 0.5300
H 2.593 -3.537 2.384 -0.6160
H 4.208 -3.678 3.109 0.5053
H 3.046 -4.577 -0.334 0.3469
H 3.191 -6.868 -1.256 0.3837
H 4.015 -8.730 0.159 0.3553
H 4.695 -8.275 2.498 0.3509
H 4.537 -5.986 3.405 0.3137
H -1.724 -5.333 -0.514 0.3721
H -3.925 -5.646 -1.541 0.3457
H -5.325 -3.629 -2.036 0.3648
H -4.454 -1.383 -1.541 0.3358
C -3.588 1.509 -2.529 -0.9111
N -2.990 2.747 -2.071 0.3627
C -3.530 3.599 -1.127 -0.5028
C -2.640 4.603 -0.962 -0.4703
N -1.567 4.374 -1.794 0.1399
B -0.287 5.285 -1.785 -0.1974
N 0.688 4.693 -0.714 0.1407
C 1.591 3.689 -1.011 -0.9969
C 2.211 3.317 0.129 -0.1188
N 1.685 4.110 1.130 0.2943
C 2.032 4.054 2.527 -1.1373
C 0.736 4.940 0.614 -0.0209
S -0.163 6.041 1.550 -0.5294
C -1.778 3.224 -2.470 -0.1594
S -0.770 2.443 -3.607 -0.4042
H -4.658 1.554 -2.324 0.3394
H -3.157 0.651 -2.007 0.2453
H -3.416 1.404 -3.598 0.3504
H -4.470 3.391 -0.647 0.4004
H -2.639 5.447 -0.295 0.4537
H -0.627 6.396 -1.469 -0.1476
H 0.254 5.233 -2.860 -0.1556
H 1.689 3.322 -2.019 0.6156
H 2.937 2.545 0.324 0.4807
H 2.788 3.283 2.666 0.3100
H 1.152 3.810 3.121 0.3724
H 2.408 5.021 2.863 0.4104
N -0.358 1.377 1.671 -0.7035
S 0.544 0.162 2.101 1.3844
C -0.432 -1.059 3.005 0.6555
C 0.047 -1.813 4.067 -0.6990
C -0.765 -2.789 4.633 -0.5819
C -2.036 -3.019 4.127 -0.6534
C -2.497 -2.276 3.047 -0.3810
C -1.699 -1.294 2.479 -0.8377
C 1.693 0.624 3.403 0.3828
C 1.262 1.226 4.578 -0.3353
C 2.196 1.668 5.499 -0.7844
C 3.555 1.505 5.243 -0.4405
C 3.976 0.906 4.066 -0.7956
C 3.042 0.469 3.132 -0.2390
H -0.863 1.793 2.451 0.1306
H 1.043 -1.645 4.458 0.4220
H -0.396 -3.374 5.467 0.3606
H -2.659 -3.792 4.559 0.3647
H -3.470 -2.476 2.616 0.4128
H -2.035 -0.743 1.605 0.4806
H 0.201 1.358 4.762 0.4376
H 1.868 2.149 6.413 0.3684
H 4.284 1.856 5.964 0.3559
H 5.032 0.783 3.859 0.4136
H 3.359 0.027 2.194 0.0509
```

## Properties
HOMO = -2.14 eV
energy relative to the best compared isomer or geometry (same formula, charge and spin) = 0.0 kcal per mole
orbital gap = 5.968 eV
total energy = -4468.47538 hartree
charge = -2